Record 1
Molecular formula: C11H15N
Method: DFT, ωB97M-V/def2-TZVPD

- Largest force on an atom: 5.779 eV/Å
- Kohn-Sham gap (spin up / spin down): 9.6 / 5.7 eV
- 2S+1: 2
- E: -482.543611 a.u.
- E_HOMO (spin up / spin down): -13.16 / -13.14 eV
- E_LUMO (spin up / spin down): -3.59 / -7.44 eV
- ΔE to the lowest compared entry with this formula, charge and spin: 58.3 kcal per mole
- Charge: +1

CARTESIAN COORDINATES (ANGSTROEM)
C -2.81691 1.29892 -0.64035
C -2.79636 0.35162 -1.78545
H -3.06112 0.79307 0.27516
H -1.73302 1.44169 -0.37136
H -3.39585 2.19370 -0.92113
H -1.80571 -0.30889 -1.84818
H -3.74279 -0.19330 -1.69591
H -2.78921 0.71374 -2.82756
C 2.11898 2.03183 1.28857
C 1.22522 -0.15314 0.41950
C 1.22848 0.92077 1.42785
C 0.21833 -1.07384 0.72097
C 0.26404 0.45775 2.30373
C 2.04945 -0.29954 -0.74376
C 1.95946 -1.48876 -1.37230
C 0.99691 -2.42294 -1.08587
C 0.10101 -2.31001 -0.09241
N -0.31742 -0.77957 1.95897
H 2.71120 0.39278 -1.12434
H 2.80828 -1.60114 -2.01154
H 1.27303 -3.31439 -1.57729
H 1.56952 2.92616 1.56824
H 2.37680 2.07732 0.23481
H -0.19779 0.81804 3.20757
H -0.91357 -1.41451 2.54433
H -0.46718 -3.07935 0.24536
H 3.13621 2.02198 1.90239

Forces on atoms 1 to 2 (eV/Å):
2.5 0.6 0.0
1.1 -2.3 -1.6

***

Record 2
Molecular formula: C11H15NO
Method: DFT, ωB97M-V/def2-TZVPD

- Largest force on an atom: 5.106 eV/Å
- Kohn-Sham gap: 8.9 eV
- E: -558.049546 a.u.
- E_HOMO: -8.04 eV
- E_LUMO: 0.84 eV
- ΔE to the lowest compared entry with this formula, charge and spin: 60.4 kcal per mole

CARTESIAN COORDINATES (ANGSTROEM)
C 0.16479 -3.09522 0.46019
C 1.25070 -2.22352 0.04918
C 2.35432 -2.49447 -0.66060
N 3.16497 -1.31131 -0.69705
C 2.42804 -0.24564 -0.04214
C 2.77546 1.04234 0.21854
C 1.82053 1.93946 0.93293
C 0.58990 1.37220 1.43563
C 0.35314 0.05019 1.24492
C 1.17523 -0.80756 0.53581
H 0.42688 -3.58246 1.38999
H 0.02179 -3.97129 -0.11087
H -0.76254 -2.58105 0.47755
H 2.66727 -3.26599 -1.38631
H 3.59362 -1.15407 -1.56125
H 3.61559 1.40719 -0.19274
H 1.92979 2.99555 0.79319
H -0.23452 2.11022 1.83317
H -0.51365 -0.36500 1.83054
C -3.43534 0.75848 -0.86046
C -2.97603 2.30713 -0.78017
O -1.77997 2.59828 -0.04221
H -2.68824 0.14834 -1.31253
H -4.20550 0.64557 -1.62445
H -3.71954 0.47503 0.20801
H -2.88137 2.68678 -1.73632
H -3.82287 2.96075 -0.39406
H -1.31243 1.60007 -0.00848

Forces on atoms 1 to 2 (eV/Å):
0.3 -1.4 0.5
-1.4 1.0 1.1